No. 1
Formula: C10H26N2O3Tl
Source: OMol25
Level of theory: ωB97M-V with the def2-TZVPD basis set

## Properties
- total charge = +3
- total energy (a.u.) = -902.9884
- HOMO-LUMO gap (eV) = 2.8
- 2S+1 = 1
- relative energy (zero: lowest compared OMol25 entry of this formula, charge and spin) (kcal per mole) = 23.9

Positions of all 42 atoms, in Å:
Tl1 2.06412 -0.81459 -0.07862
C1 1.85373 0.70916 -3.52607
O1 1.11513 0.80851 -2.34105
C2 0.15149 1.86834 -2.31564
C3 -0.58982 1.85514 -0.96858
N1 0.28397 1.54745 0.18748
C4 -0.36566 1.68700 1.48926
C5 -0.74665 3.15053 1.83066
O2 0.46532 3.86294 1.87735
C6 0.33956 5.16020 2.43413
H1 1.28787 0.65262 -4.46076
H2 2.49308 -0.17631 -3.42594
H3 2.61258 1.49558 -3.68156
H4 -0.56654 1.57750 -3.08962
H5 0.64612 2.81690 -2.53947
H6 -1.48017 1.23708 -1.04898
H7 -0.88391 2.90864 -0.81393
H8 0.86833 2.39799 0.15426
H9 0.34804 1.36201 2.25256
H10 -1.20394 1.02344 1.71479
H11 -1.17545 3.16974 2.83780
H12 -1.45948 3.60207 1.12414
H13 1.18285 5.72460 2.03926
H14 0.38960 5.25357 3.53406
H15 -0.62120 5.65623 2.25715
C7 -2.51866 -3.22645 -0.15943
C8 -1.13948 -2.74960 0.29820
C9 -0.09184 -3.84712 0.52431
O3 1.23628 -3.42453 0.80455
C10 2.04178 -4.58107 1.12844
N2 -0.65478 -1.73299 -0.70519
H16 -2.86670 -3.94535 0.59531
H17 -2.59699 -3.72387 -1.12480
H18 -3.23134 -2.40247 -0.10581
H19 -1.28032 -2.12740 1.18438
H20 0.01133 -4.44455 -0.39121
H21 -0.51906 -4.48994 1.29846
H22 2.25561 -5.08812 0.18006
H23 1.46823 -5.21297 1.80606
H24 2.99417 -4.34086 1.59563
H25 -0.68376 -2.12842 -1.65018
H26 -1.43343 -1.07062 -0.72146

Forces on the atoms, in the same order (eV/Å):
-1.2 -0.2 -0.3
1.8 -0.4 -1.0
-0.5 0.3 0.8
0.4 -1.2 0.0
0.7 -0.8 -0.3
-1.5 2.6 -0.2
0.2 -1.2 0.8
0.8 0.0 1.2
-0.9 0.1 -0.4
0.2 1.1 0.3
-0.5 0.0 0.4
-0.4 -0.1 -0.1
-0.4 0.3 0.4
-0.2 0.7 -0.1
-0.1 0.1 -0.2
-0.1 0.0 0.4
-0.4 0.0 0.1
1.3 -0.9 0.2
0.2 0.4 0.0
-0.3 0.1 -0.9
-0.4 0.1 -0.2
0.0 -0.3 -0.4
-0.1 0.1 0.0
0.4 -0.8 0.1
0.0 -0.3 -0.6
-0.3 -0.5 0.7
1.3 1.1 -0.6
-0.5 -0.2 -1.2
-0.3 1.0 1.1
0.2 -0.4 -0.6
-0.8 -0.5 -0.1
0.0 0.0 -0.1
0.4 0.1 -0.1
0.0 0.0 -0.2
0.0 -0.4 0.4
-0.5 -0.2 0.0
0.4 -0.1 0.2
-0.1 -0.3 0.3
0.1 -0.1 -0.1
-0.2 0.6 0.0
0.5 -0.1 0.1
0.5 0.4 -0.1



No. 2
Formula: C10H27BNO5P2
Source: OMol25
Level of theory: ωB97M-V with the def2-TZVPD basis set

## Properties
- total charge = +1
- total energy (a.u.) = -1535.7012
- HOMO-LUMO gap (eV) = 9.8
- 2S+1 = 1

Positions of all 46 atoms, in Å:
O1 1.79042 -0.06761 -2.35166
P1 2.37329 1.24312 -2.66550
O2 1.27784 2.35519 -3.01721
O3 3.31456 1.15479 -3.94419
P2 3.47507 1.94564 -0.90321
C1 3.10347 3.74803 -0.64478
B1 3.41593 4.01969 0.89503
O4 4.65725 4.46863 1.26664
O5 2.43049 3.87408 1.84259
H1 1.37549 3.19966 -2.56301
H2 3.91310 1.89992 -4.07431
H3 4.79223 2.00419 -1.39903
H4 2.04304 3.92510 -0.84520
H5 3.71522 4.39163 -1.27833
H6 5.28928 3.83139 1.60082
H7 1.93269 3.05579 1.80317
C2 0.58475 0.23066 2.08536
C3 0.88659 -0.65031 0.87709
C4 -0.22595 -0.86201 -0.13778
N1 -1.43384 -1.69198 0.28498
C5 -2.04540 -2.23479 -0.99019
C6 -3.36630 -2.95087 -0.77730
C7 -4.37422 -2.06899 -0.04857
C8 -3.77219 -1.51819 1.23916
C9 -2.45331 -0.81483 0.97351
C10 -1.01349 -2.81547 1.16518
H8 -0.14896 -0.19577 2.77084
H9 1.49466 0.37769 2.66786
H10 0.21399 1.21231 1.77711
H11 1.30749 -1.60287 1.20261
H12 1.67771 -0.17753 0.29301
H13 0.18975 -1.36565 -1.00876
H14 -0.62456 0.09219 -0.48278
H15 -2.17543 -1.36912 -1.64189
H16 -1.29530 -2.88652 -1.43584
H17 -3.73919 -3.22841 -1.76405
H18 -3.21627 -3.88941 -0.23958
H19 -5.28030 -2.63309 0.16859
H20 -4.66731 -1.23746 -0.69641
H21 -3.64820 -2.30921 1.98219
H22 -4.43940 -0.78311 1.69128
H23 -1.99477 -0.45423 1.88988
H24 -2.60828 0.03527 0.30800
H25 -0.63592 -2.41576 2.10166
H26 -0.23470 -3.38090 0.65850
H27 -1.86103 -3.46090 1.36452

Forces on the atoms, in the same order (eV/Å):
-0.2 0.1 -0.1
0.2 0.0 -0.1
-0.1 -0.1 0.1
0.1 -0.1 0.1
0.0 -0.1 0.6
0.2 0.0 -0.2
-0.1 0.1 0.1
-0.1 0.0 -0.5
0.6 -0.3 0.3
0.1 0.0 -0.1
-0.1 0.0 -0.1
-0.1 0.0 -0.2
0.0 0.0 0.1
-0.1 0.0 -0.1
0.0 0.1 0.3
-0.4 0.1 -0.3
0.0 0.0 0.0
-0.1 0.0 0.1
0.2 -0.1 0.0
-0.1 0.1 -0.1
0.0 0.0 0.0
0.0 0.0 0.0
0.0 0.0 0.0
0.0 0.0 0.0
0.0 0.0 0.1
0.0 0.0 0.0
0.0 0.0 0.0
0.0 0.0 0.0
0.0 0.0 0.0
0.0 0.0 0.0
0.0 0.0 -0.1
0.1 0.0 0.0
0.0 0.0 0.0
0.0 0.0 0.0
0.0 0.0 0.0
0.0 0.0 0.0
0.0 0.0 0.0
0.0 0.0 0.0
0.0 0.0 0.0
0.0 0.0 0.0
0.0 0.0 0.0
0.0 0.0 0.0
0.0 0.0 0.0
0.0 0.0 0.0
0.0 0.0 0.0
0.0 0.0 0.0



No. 3
Formula: C10H27Cl2CrN2OP
Source: OMol25
Level of theory: ωB97M-V with the def2-TZVPD basis set

## Properties
- total charge = -1
- total energy (a.u.) = -2888.1667
- HOMO-LUMO gap (spin up / spin down) (eV) = 3.9 / 3.8
- 2S+1 = 4
- ⟨S²⟩ = 3.856

Positions of all 44 atoms, in Å:
Cr1 0.16165 0.09513 3.34552
Cl1 0.01887 0.09855 0.90207
Cl2 -1.67430 -1.19525 3.50529
H1 -0.15007 1.60769 3.38765
H2 1.65676 0.27916 3.00626
P1 0.09046 0.05479 -1.46142
C1 1.77089 -0.52822 -1.86374
C2 -1.11705 -0.83762 -2.52718
C3 0.07686 1.82199 -1.91404
C4 2.35913 -1.64452 -1.00086
H3 2.39240 0.37078 -1.72329
C5 1.77887 -0.95596 -3.33369
H4 1.16301 -1.85451 -3.47760
H5 2.80863 -1.18075 -3.63865
H6 1.37872 -0.18682 -4.00183
H7 2.32383 -1.43285 0.06709
H8 3.41294 -1.78617 -1.26767
H9 1.85192 -2.59944 -1.17286
H10 1.06532 2.18731 -1.59814
C6 -0.97442 2.69334 -1.22172
C7 -0.04550 1.88846 -3.43846
H11 0.87992 1.56895 -3.92389
H12 -0.27641 2.91686 -3.75165
H13 -0.85589 1.23424 -3.80177
H14 -0.91976 2.65034 -0.13402
H15 -1.99126 2.41881 -1.51377
H16 -0.82723 3.74036 -1.51057
C8 -1.12097 -2.34268 -2.25337
H17 -0.71465 -0.68973 -3.54931
C9 -2.51495 -0.20986 -2.46584
H18 -0.17509 -2.81841 -2.52194
H19 -1.89713 -2.81708 -2.86856
H20 -1.30533 -2.58890 -1.20146
H21 -2.88461 -0.08962 -1.44032
H22 -3.21660 -0.84596 -3.02212
H23 -2.54746 0.77958 -2.93008
N1 1.08431 0.31703 7.44306
C10 0.08424 0.07800 6.53830
N2 -1.18088 -0.12051 7.03445
O1 0.31511 0.09335 5.30991
H24 0.89078 0.24209 8.43035
H25 2.03910 0.26116 7.11282
H26 -1.90533 -0.48104 6.41009
H27 -1.30883 -0.19209 8.03696

Forces on the atoms, in the same order (eV/Å):
-0.5 -0.1 -2.0
0.2 0.2 5.0
-1.3 -1.0 0.4
0.0 1.0 0.1
1.5 0.3 0.2
-1.6 -1.1 0.0
0.0 0.2 -1.1
0.9 0.5 -1.8
0.2 0.0 -1.0
0.0 -0.1 0.2
-0.1 -0.2 -0.1
0.7 -0.1 -0.2
0.4 0.2 0.0
-0.1 -0.2 -0.2
0.2 -0.3 0.1
-0.2 0.1 0.0
0.0 0.0 -0.1
-0.1 0.1 0.0
-0.2 -0.1 -0.1
-0.1 0.0 0.1
-0.1 0.8 -0.2
-0.2 0.3 0.0
0.1 -0.1 -0.2
0.4 0.5 0.0
0.1 -0.2 0.0
0.1 0.0 0.0
0.0 0.0 -0.1
-0.2 0.0 0.2
-0.8 -0.5 -0.3
0.0 -0.2 0.1
-0.1 0.1 0.1
0.0 0.0 0.1
-0.1 0.2 -0.1
0.2 -0.2 0.0
0.0 0.1 0.1
0.0 -0.1 0.1
-0.2 -0.1 0.1
-0.3 0.0 -2.3
0.4 0.0 0.2
0.3 -0.1 3.5
0.2 -0.1 -0.3
-0.4 0.1 0.0
0.6 0.3 0.0
-0.1 -0.1 -0.5